Formula: C26H34N2O7
Source: OMol25
Level of theory: wB97M-V/def2-TZVPD

```
69
Properties=species:S:1:pos:R:3:forces:R:3
C -4.726 0.494 2.703 0.3945 -0.0713 -0.2493
C -3.229 0.298 2.556 -0.0426 0.0752 0.6193
O -2.930 0.175 1.163 0.0356 0.0148 -0.2835
C -1.636 0.101 0.826 -0.1439 -0.0608 0.1642
O -0.752 0.116 1.674 -0.0982 0.0763 -0.0959
C -1.381 -0.020 -0.589 0.0168 0.0141 -0.4413
C -2.262 -0.212 -1.647 -0.0734 0.0498 0.4111
C -3.746 -0.257 -1.660 -0.0730 0.0060 -0.0010
N -1.558 -0.388 -2.795 -0.1742 -0.0912 0.2028
C -2.139 -0.581 -4.098 -0.1587 0.0212 -0.3401
C -2.711 0.698 -4.666 -0.0438 -0.0131 -0.0572
C -2.024 1.896 -4.518 -0.0151 -0.0506 0.0044
C -2.543 3.067 -5.041 0.0509 0.0478 0.0073
C -3.751 3.051 -5.719 -0.0626 0.0464 -0.0467
C -4.438 1.859 -5.872 -0.0684 0.0462 -0.0611
C -3.922 0.688 -5.344 0.1216 -0.0606 0.0280
C -0.208 -0.298 -2.529 0.5476 0.0893 0.6349
C 0.904 -0.409 -3.355 -0.0305 -0.0145 -0.0521
C 2.150 -0.314 -2.779 0.1036 0.0180 0.0862
C 2.314 -0.076 -1.401 -0.1625 0.0204 -0.0413
O 3.603 -0.004 -0.972 -0.1584 0.0100 -0.4699
C 3.896 -0.002 0.411 0.2200 -0.2342 0.3987
C 3.800 -1.404 1.068 -0.4448 0.0125 -0.3656
O 4.902 -1.631 1.901 0.2229 0.0657 0.4450
C 2.466 -1.673 1.806 0.4148 -0.0067 -0.2741
N 2.080 -0.568 2.679 -0.3577 0.1613 -0.0121
C 1.898 -0.815 4.109 -0.0342 0.0016 0.3938
C 1.608 0.574 4.722 -0.4132 -0.3641 -0.0821
O 2.592 1.517 4.358 0.3819 0.4494 -0.0123
C 0.717 -1.766 4.419 0.5555 -0.1089 0.0759
O -0.543 -1.212 4.158 -0.3133 0.2797 -0.3212
C 3.187 -1.374 4.741 -0.5097 -0.1787 0.0503
O 4.320 -0.600 4.440 0.4070 0.2616 0.0350
C 1.205 0.089 -0.592 0.4016 0.0229 0.0261
C -0.058 -0.059 -1.150 -0.1723 -0.0632 -0.4038
H -5.259 -0.360 2.292 -0.1075 -0.0749 0.0000
H -4.975 0.594 3.755 -0.0472 0.0093 0.1018
H -5.043 1.390 2.175 -0.0726 0.0894 -0.0091
H -2.675 1.151 2.963 -0.0536 -0.1600 -0.0477
H -2.895 -0.604 3.080 -0.0026 0.1398 -0.0746
H -4.096 -1.243 -1.968 -0.0653 -0.0500 -0.0336
H -4.138 0.476 -2.365 -0.0617 0.0125 -0.0349
H -4.130 -0.042 -0.670 -0.0395 -0.0227 -0.0725
H -2.921 -1.345 -4.042 0.1344 0.0473 -0.0451
H -1.353 -0.954 -4.762 -0.1138 -0.0668 0.1332
H -1.081 1.912 -3.991 0.0999 0.0119 0.0848
H -2.003 3.993 -4.919 0.0465 0.0806 0.0096
H -4.155 3.965 -6.127 -0.0365 0.0781 -0.0297
H -5.380 1.840 -6.399 -0.0818 0.0055 -0.0382
H -4.463 -0.240 -5.463 -0.0654 -0.1050 0.0119
H 0.811 -0.571 -4.419 0.0123 -0.0280 -0.1069
H 3.041 -0.412 -3.378 0.1043 -0.0154 -0.0867
H 4.945 0.305 0.461 -0.1980 -0.0640 0.0668
H 3.291 0.730 0.955 0.0484 0.0119 -0.0717
H 3.890 -2.143 0.260 -0.0673 0.1326 0.0199
H 4.766 -1.171 2.752 0.0671 0.0320 -0.0586
H 1.688 -1.863 1.060 0.0153 -0.0126 0.1227
H 2.610 -2.596 2.375 -0.0597 0.0156 -0.0500
H 1.218 -0.153 2.337 0.0939 -0.0644 -0.0368
H 0.617 0.915 4.398 0.0960 -0.0494 0.0840
H 1.613 0.518 5.812 -0.0638 -0.0453 -0.0295
H 2.658 1.482 3.393 0.0221 -0.0939 0.0185
H 0.718 -2.017 5.483 0.0691 -0.0585 -0.0173
H 0.854 -2.697 3.849 0.0829 0.0557 0.1155
H -0.552 -0.826 3.262 -0.1171 -0.1108 0.1992
H 3.397 -2.384 4.381 -0.0527 0.0017 0.0305
H 3.040 -1.429 5.829 -0.0361 -0.0591 -0.1156
H 4.073 0.332 4.581 0.0472 -0.0999 -0.1129
H 1.291 0.341 0.446 0.0786 -0.0152 0.1008
```
Forces are in eV/Å.

Calculated values
E_tot, Eh: -1647.36644
Relative energy (zero: lowest compared OMol25 entry of this formula, charge and spin), kJ/mol: 0.0
HOMO energy, Ha: -0.2929
Largest force on an atom, hartree/bohr: 0.016
SMILES: CCOC(=O)c1c(C)n(Cc2ccccc2)c2ccc(OC[C@@H](O)CNC(CO)(CO)CO)cc12
Lowest unoccupied orbital energy, eV: 0.51

---

Formula: C23H42Cl3HgN4O3SSi
Source: OMol25
Level of theory: wB97M-V/def2-TZVPD

```
78
Properties=species:S:1:pos:R:3:forces:R:3
C -2.580 -3.659 -1.304 -0.0986 0.2106 -0.1731
C -1.343 -4.365 -0.840 0.8990 -1.0665 0.1323
H -2.841 -3.964 -2.325 -0.0231 0.0275 0.2710
H -2.470 -2.569 -1.296 0.0630 -0.2440 0.0627
H -3.436 -3.893 -0.651 0.1590 0.0489 -0.1375
C -0.969 -5.566 -1.327 -0.2947 0.9251 0.4639
C -1.714 -6.329 -2.363 -0.1403 -0.4293 -0.4838
H -0.093 -6.069 -0.924 -0.1263 0.1970 0.0453
H -1.917 -5.732 -3.262 -0.0226 -0.1285 0.1725
H -2.675 -6.711 -1.988 0.1514 0.1041 -0.1089
H -1.115 -7.194 -2.668 -0.1990 0.0733 -0.0850
Hg -2.260 -1.600 1.671 -0.7236 0.7157 0.4818
Cl -1.137 -2.090 3.695 -0.0332 -0.0881 0.2220
Cl -3.943 -0.605 0.378 -0.1741 -0.1229 0.0752
C 1.825 2.256 2.897 -0.1275 0.4415 -1.9212
O 1.643 2.650 1.743 0.4065 -0.5932 2.0660
N 3.051 1.927 3.381 0.3700 -0.1960 0.3441
C 4.210 2.056 2.515 -0.1603 -0.0630 -0.0553
C 3.174 1.101 4.572 -0.2293 0.0092 -0.1463
H 1.019 2.126 3.646 0.0324 0.0671 -0.2155
H 4.139 2.993 1.954 0.0128 -0.2408 0.0882
H 4.287 1.224 1.797 0.0016 0.1958 0.1231
H 5.100 2.054 3.151 -0.0360 0.0682 -0.1601
H 2.403 1.405 5.291 0.2767 -0.1334 -0.0619
H 4.173 1.246 4.998 -0.3005 -0.0198 0.0674
H 3.033 0.028 4.350 0.1198 0.2811 0.0655
H -3.284 1.834 -2.742 0.1340 0.1622 -0.1438
H -1.111 0.069 -3.343 0.1141 0.1143 -0.1225
C -2.788 2.377 -3.563 0.3348 -0.0087 0.2586
C -0.881 0.877 -4.057 -0.1832 0.0052 0.1920
N -1.349 2.156 -3.561 -0.1139 -0.1424 -0.3671
H -2.989 3.448 -3.459 -0.0011 -0.2256 0.0434
C -0.466 3.053 -3.045 0.9250 0.1206 0.4904
O 0.749 2.862 -2.962 -1.2350 0.0447 -0.4281
H 0.197 0.924 -4.223 -0.1949 0.0161 0.0890
H -0.947 3.989 -2.685 0.2555 -0.3651 -0.1840
H -3.205 2.018 -4.512 0.0442 0.1418 0.0922
H -1.400 0.652 -4.995 0.1231 -0.0288 0.0401
O -0.675 -2.381 0.423 1.5375 0.2881 -1.0719
C -0.587 -3.790 0.368 -0.1435 0.2178 -0.0496
C 1.733 -4.376 -0.562 0.3440 -0.1677 0.3796
C 0.860 -4.226 0.521 -0.0834 -0.3403 -0.1630
H 1.375 -4.149 -1.568 0.1915 -0.0925 0.3060
C 3.035 -4.858 -0.347 -0.4348 0.2541 0.1235
H -1.104 -4.213 1.259 0.0842 0.2258 -0.1936
C 1.300 -4.513 1.815 0.2136 -0.2160 -0.1171
H 3.711 -4.956 -1.195 -0.0893 -0.0528 0.2034
C 3.450 -5.208 0.943 -0.2853 0.1563 -0.0014
C 2.577 -5.034 2.026 -0.0091 0.1981 -0.2348
H 0.609 -4.321 2.642 0.2928 -0.1725 -0.1827
H 4.451 -5.605 1.107 -0.2036 0.0729 -0.0401
H 2.890 -5.299 3.034 0.0038 0.0762 -0.2025
Si 0.691 -0.702 -0.028 -1.7305 -3.0822 0.5634
Cl -0.745 2.878 0.022 -3.3682 -0.5755 0.3299
C 1.352 -1.196 -1.687 0.4222 0.1569 -0.3655
C 1.862 -1.006 1.379 0.4211 0.3167 0.1859
C -0.572 0.575 0.070 1.1959 -3.7070 -0.0216
H 2.206 -1.886 -1.584 -0.2950 0.3213 -0.0423
H 1.692 -0.288 -2.217 -0.1223 -0.3517 0.0367
H 0.573 -1.696 -2.286 0.2063 0.2483 0.2082
H -1.486 0.411 -0.509 0.4789 0.2653 0.1383
H 0.193 1.216 -0.457 -0.5329 0.1032 0.3820
H -0.735 0.784 1.131 0.0355 0.4065 -0.4937
H 2.293 -2.019 1.327 -0.1355 0.3757 -0.1619
H 1.328 -0.929 2.340 0.1505 0.0972 -0.3193
H 2.679 -0.267 1.336 -0.1903 -0.2278 0.2060
S -0.006 5.010 -0.286 0.4870 5.6562 0.3857
C -1.281 5.993 0.234 3.0796 -1.1638 -1.0137
N -2.231 5.769 1.168 -0.4507 -0.1292 0.6459
C -3.145 6.892 1.320 0.0648 -0.5428 0.3945
C -2.653 7.889 0.272 0.1669 0.1712 -0.7047
N -1.479 7.231 -0.273 -0.9877 1.1783 -0.4684
H -2.300 4.894 1.674 0.1328 0.2425 -0.4110
H -3.075 7.308 2.331 -0.1214 0.0529 -0.0093
H -4.181 6.589 1.136 0.0435 0.0486 0.0696
H -2.378 8.849 0.715 -0.1426 0.0658 0.0222
H -3.401 8.060 -0.510 -0.1323 0.1174 0.1574
H -0.914 7.593 -1.032 -0.1000 -0.3655 0.4368
```
Forces are in eV/Å.

Calculated values
E_tot, Eh: -3567.98483
Relative energy (zero: lowest compared OMol25 entry of this formula, charge and spin), kJ/mol: 657.1
HOMO energy, Ha: -0.0268
Largest force on an atom, hartree/bohr: 0.111
Net charge: -1
Lowest unoccupied orbital energy, eV: 2.33

---

Formula: C9H19N3O9TlV
Source: OMol25
Level of theory: wB97M-V/def2-TZVPD

```
42
Properties=species:S:1:pos:R:3:forces:R:3
Tl -5.126 -3.573 0.180 0.3237 -0.1249 0.2503
O 2.078 0.072 3.206 -1.2516 -2.8262 -1.3781
V 1.435 -1.262 2.560 -0.0544 0.8686 0.1171
O 2.547 -2.091 1.855 -0.5860 0.9777 0.6091
N -3.196 -6.161 2.629 -1.8035 -2.7785 1.4599
O -3.739 -6.019 1.581 -0.6256 0.3957 -4.0182
O -2.912 -7.270 3.043 1.2274 -0.6597 -0.1570
O -3.232 -5.265 3.399 1.1822 3.1994 2.6677
N -1.673 -2.664 2.015 -3.5539 -1.5332 2.3166
O -2.094 -2.780 3.184 -0.3333 0.2769 -1.4301
O -0.511 -2.412 1.854 6.2201 2.1743 -0.3432
O -2.342 -2.886 1.003 -1.0907 0.0385 -0.1947
C 1.185 2.589 1.421 0.4923 -0.0911 0.5928
C 0.674 2.342 0.013 0.2656 0.8424 -0.7412
C 1.735 2.968 -1.019 -2.0824 0.4937 -0.9847
C 1.603 2.513 -2.520 0.9402 0.0531 1.8801
C 1.686 1.016 -2.492 -2.0961 -1.5053 -0.3339
C 0.689 0.273 -1.459 0.4153 -2.1422 -1.5490
N 0.602 0.889 -0.117 1.6066 0.4881 -4.0994
O -0.187 0.255 0.741 0.0758 -0.7147 0.3477
C -0.808 0.144 -2.098 -0.7042 0.7637 1.6157
C 1.141 -1.266 -1.299 1.7889 0.8223 0.7772
C -0.799 2.999 -0.022 0.1706 -0.7749 0.6268
H 1.484 3.633 1.513 -0.1953 -0.0558 0.1820
H 0.456 2.297 2.177 -0.1563 0.4115 0.0438
H 2.051 1.963 1.633 0.2093 0.1863 -0.2049
H 1.386 3.999 -1.084 0.5949 0.3410 0.6671
H 2.751 2.896 -0.632 -0.1671 -0.0858 0.0213
H 0.751 2.977 -3.016 -0.5557 -0.5772 0.3429
H 2.410 2.893 -3.146 0.3925 0.0792 0.4309
H 2.670 0.548 -2.454 0.2023 0.5257 0.5844
H 1.328 0.695 -3.470 -0.1517 -0.4703 -0.0445
H -1.427 -0.454 -1.429 0.4022 -0.6338 0.0833
H -0.933 -0.260 -3.103 0.8552 0.0723 0.0702
H -1.365 1.076 -2.012 0.4738 0.5284 -0.5297
H 2.201 -1.275 -1.045 0.4111 0.6443 0.3904
H 1.278 -1.915 -2.164 -1.2714 0.4518 -0.5108
H 0.741 -1.827 -0.454 -0.8901 0.1589 -0.3460
H -1.454 2.406 0.616 -0.2689 -0.5455 0.2545
H -0.830 3.890 0.605 0.5248 0.4009 -0.5663
H -1.403 3.102 -0.924 0.8119 0.1891 -0.3749
H -0.853 0.946 0.732 -1.7487 0.1352 1.4750
```
Forces are in eV/Å.

Calculated values
E_tot, Eh: -2311.01652
Relative energy (zero: lowest compared OMol25 entry of this formula, charge and spin), kJ/mol: 0.0
HOMO energy, Ha: -0.5203
Largest force on an atom, hartree/bohr: 0.128
Net charge: +2
Lowest unoccupied orbital energy, eV: -12.39

---

Formula: C9H7N4P
Source: OMol25
Level of theory: wB97M-V/def2-TZVPD

```
21
Properties=species:S:1:pos:R:3:forces:R:3
N 5.604 1.914 -0.160 -0.2536 -0.7713 0.1900
C 5.320 0.799 -0.069 0.6379 1.3555 -0.1566
C 5.042 -0.621 -0.067 -4.5483 1.8519 2.7915
N 3.355 -0.676 0.149 3.0989 -0.0784 -0.8124
N 2.738 -1.679 -0.514 2.8594 0.2474 0.2201
N 1.507 -1.564 -0.451 -2.9831 -0.5496 -0.1875
C 1.014 -0.510 0.218 2.9423 1.2475 0.7919
C -0.369 -0.149 0.251 -1.7458 0.9029 -0.5435
C -1.449 -1.024 -0.037 1.5798 -2.8384 0.7742
C -2.749 -0.658 0.073 -2.1483 -1.4997 0.2004
C -3.036 0.649 0.381 -2.9463 2.1345 -1.2120
C -2.042 1.623 0.426 0.0895 -0.0680 0.4541
C -0.678 1.212 0.442 -1.5098 0.8674 0.7377
P 2.359 0.512 0.855 -0.9819 -1.5213 -0.7565
H 5.278 -0.945 -1.014 0.2814 -1.6150 -1.8137
H 5.472 -1.059 0.821 0.1772 -0.6214 -0.2254
H -1.356 -2.167 -0.104 0.7656 1.9523 -0.2866
H -3.563 -1.498 -0.027 1.5609 1.9998 0.1809
H -4.151 1.030 0.357 2.3112 -0.9270 0.2883
H -2.412 2.684 0.475 0.9719 -1.1256 0.1978
H 0.032 2.004 0.778 -0.1589 -0.9433 -0.8328
```
Forces are in eV/Å.

Calculated values
E_tot, Eh: -907.42869
Relative energy (zero: lowest compared OMol25 entry of this formula, charge and spin), kJ/mol: 87.6
HOMO energy, Ha: -0.3125
Largest force on an atom, hartree/bohr: 0.110
SMILES: N#CCn1nnc(-c2ccccc2)p1
Lowest unoccupied orbital energy, eV: -0.35

---

Formula: C5H8LiO3Pt
Source: OMol25
Level of theory: wB97M-V/def2-TZVPD

```
18
Properties=species:S:1:pos:R:3:forces:R:3
C 1.173 -3.427 0.618 0.5604 -1.1059 0.6206
C 1.662 -3.324 -0.630 -0.4984 0.0894 -1.2009
H 1.727 -3.004 1.466 -0.4437 0.0728 -0.1374
H 0.299 -4.070 0.810 0.1507 0.2798 0.0678
H 1.514 -3.959 -1.511 0.0999 -0.2470 0.3707
Pt 1.489 -1.339 -1.024 5.2748 -6.1998 -8.6119
O -0.158 1.522 0.546 0.1736 -0.7543 0.8657
Li 0.922 2.800 1.926 0.0872 0.0238 0.1270
O 1.618 1.011 1.668 -1.0800 -1.3848 -0.0807
C 0.746 0.591 0.899 1.5232 5.3762 0.7572
O 0.810 -0.474 0.230 -4.9826 3.8071 7.8176
C -0.938 1.424 -0.661 -0.6087 -0.3675 -0.9588
C -2.108 2.366 -0.524 -0.4343 -0.0479 -0.0953
H -0.311 1.695 -1.521 0.1610 0.0789 0.3388
H -1.248 0.380 -0.804 -0.0960 0.2931 0.1525
H -1.836 3.228 0.100 -0.0816 -0.1330 -0.3083
H -2.392 2.722 -1.522 -0.0399 -0.0330 0.3723
H -2.968 1.859 -0.067 0.2344 0.2522 -0.0970
```
Forces are in eV/Å.

Calculated values
E_tot, Eh: -547.03309
HOMO energy (alpha / beta), Ha: -0.6575 / -0.6903
Largest force on an atom, hartree/bohr: 0.230
Net charge: +2
Lowest unoccupied orbital energy (alpha / beta), eV: -9.00 / -11.26
Spin multiplicity: 4

---

Formula: C8H8BF4IOS
Source: OMol25
Level of theory: wB97M-V/def2-TZVPD

```
24
Properties=species:S:1:pos:R:3:forces:R:3
O 4.241 -0.313 -0.118 -3.6762 -0.4754 -3.5061
C 3.306 -0.527 -0.916 2.8670 -0.5753 3.2574
I 2.651 0.780 -2.511 0.3266 -0.7545 0.9665
C 2.490 -1.909 -0.676 -0.6121 -0.1109 -0.9301
S 1.383 -1.495 0.800 -1.0728 0.5850 -0.1689
C -0.366 -1.199 0.215 -2.8225 0.6593 -0.8837
C -0.842 0.288 0.357 -1.8993 -2.8369 -1.2627
C -2.295 0.596 -0.086 1.8256 -3.8235 -0.2556
C -3.161 -0.560 -0.631 2.4924 -0.4168 0.8310
C -2.671 -2.027 -0.782 3.0487 2.5325 1.6953
C -1.221 -2.357 -0.349 -1.5459 3.5372 0.2317
H 3.173 -2.794 -0.430 -0.8563 1.5152 -0.2164
H 1.793 -2.155 -1.553 1.0230 0.3289 1.3470
H 1.360 -2.572 1.693 -0.0820 0.4688 -1.3102
H -0.126 1.101 0.761 -1.2125 -1.0866 -0.6194
H -2.666 1.666 -0.002 0.5124 -1.6150 -0.1302
H -4.234 -0.312 -0.928 1.7038 -0.4614 0.4230
H -3.315 -2.877 -1.169 0.8187 1.4799 0.5370
H -0.776 -3.398 -0.432 -0.7745 1.5213 0.1248
B 0.255 4.017 1.352 -0.0897 1.2031 0.3455
F 0.108 4.265 2.753 0.1058 -0.4033 -1.1119
F -1.029 4.075 0.715 0.7593 -0.3749 0.3088
F 1.122 4.998 0.778 -0.6531 -0.9586 0.3617
F 0.820 2.708 1.157 -0.1863 0.0618 -0.0345
```
Forces are in eV/Å.

Calculated values
E_tot, Eh: -1505.05504
HOMO energy, Ha: -0.3768
Largest force on an atom, hartree/bohr: 0.099
Lowest unoccupied orbital energy, eV: -1.85

---

- The highest largest force on an atom belongs to which entry?
  C5H8LiO3Pt

---

- The highest largest force on an atom belongs to which entry?
  C5H8LiO3Pt

---

- What is the largest force on an atom in the first record?
  0.016 hartree/bohr

---

- Among the records above, which one has the lowest E_tot?
  C23H42Cl3HgN4O3SSi